Entry 1:
A structure of composition C64H76N7O2PV in a non-equilibrium geometry. Source: OMol25; level of theory: wB97M-V/def2-TZVPD.

Output
F_max ... 0.0212 Eh/bohr
Spin multiplicity ... 2
Orbital gap (spin up / spin down) ... 0.2174 / 0.2307 hartree
Total charge ... +2
⟨S²⟩ ... 0.82

```
151
Properties=species:S:1:pos:R:3:mulliken_spin:R:1
V -0.3400 -0.8039 -0.7050 1.18
C -2.5504 5.1224 -3.6052 0.00
C -3.1932 3.7413 -3.4495 0.00
C -2.1961 2.6505 -3.1805 0.00
C -1.3760 2.0261 -4.0741 0.00
C -1.2799 2.2576 -5.5479 0.00
C -1.9291 1.1279 -6.3530 0.00
C -0.5515 1.1247 -3.3086 0.02
C 0.6025 0.5577 -3.7367 -0.02
C 1.5970 -0.0518 -2.9346 0.03
C 2.9047 -0.3557 -3.3271 0.00
C 3.4698 -0.1918 -4.7074 0.00
C 3.8143 1.2646 -5.0410 0.00
C 3.5702 -0.8321 -2.1829 0.02
C 2.6325 -0.8013 -1.1522 0.05
C 2.7666 -1.5259 0.1740 -0.02
C 2.5854 -0.7848 1.4941 0.03
N 1.4914 -0.1625 1.8142 0.04
C 1.6636 0.2258 3.1623 0.00
C 0.7810 0.9723 3.8742 0.00
C -0.4506 1.5310 3.4133 0.00
N -0.8615 1.4728 2.1145 0.00
C -2.1264 1.9036 1.9580 0.00
C -2.5302 2.5341 -0.6114 0.00
C -1.8833 2.0914 -1.9000 -0.01
N -0.9522 1.1413 -1.9549 -0.02
C -2.6223 2.3195 3.1786 0.00
C -1.5536 2.0761 4.0974 0.00
C -1.6000 2.3356 5.5759 0.00
C -0.7800 3.5655 5.9790 0.00
C -3.9741 2.8905 3.4763 0.00
C -3.9470 4.4101 3.6521 0.00
C 2.9556 -0.2442 3.6388 0.00
C 3.5546 -0.8614 2.5837 0.00
C 4.9735 -1.3558 2.5058 0.00
C 5.9874 -0.2092 2.4513 0.00
C 3.4630 -0.1205 5.0409 0.00
C 2.7514 -1.0912 5.9910 0.00
N 1.4325 -0.3247 -1.5855 -0.01
C 4.9867 -1.3367 -2.1294 0.00
C 6.0321 -0.2332 -2.3097 0.00
H -3.3041 5.8816 -3.8133 0.00
H -1.8334 5.1276 -4.4273 0.00
H -2.0159 5.4073 -2.6993 0.00
H -3.7426 3.4952 -4.3616 0.00
H -3.9324 3.7691 -2.6441 0.00
H -0.2315 2.3605 -5.8378 0.00
H -1.7598 3.2037 -5.7985 0.00
H -1.4659 0.1646 -6.1269 0.00
H -1.8286 1.3063 -7.4230 0.00
H -2.9945 1.0568 -6.1255 0.00
H 0.8400 0.6621 -4.7900 0.00
H 2.7576 -0.5739 -5.4431 0.00
H 4.3658 -0.8076 -4.8012 0.00
H 2.9364 1.9077 -4.9567 0.00
H 4.1970 1.3470 -6.0583 0.00
H 4.5728 1.6548 -4.3623 0.00
H 3.7618 -1.9481 0.1852 0.00
H 1.0168 1.1466 4.9185 0.00
H -3.6102 2.4762 -0.7404 0.00
H -1.2315 1.4590 6.1149 0.00
H -2.6385 2.4752 5.8809 0.00
H 0.2789 3.4237 5.7563 0.00
H -0.8794 3.7669 7.0452 0.00
H -1.1142 4.4493 5.4342 0.00
H -4.3789 2.4239 4.3778 0.00
H -4.6524 2.6235 2.6617 0.00
H -3.3830 4.6914 4.5423 0.00
H -4.9553 4.8105 3.7569 0.00
H -3.4748 4.8901 2.7929 0.00
H 5.1157 -1.9736 1.6150 0.00
H 5.1871 -1.9993 3.3625 0.00
H 5.7886 0.4371 1.5941 0.00
H 7.0054 -0.5886 2.3643 0.00
H 5.9310 0.4077 3.3481 0.00
H 3.3383 0.9046 5.3978 0.00
H 4.5334 -0.3256 5.0589 0.00
H 1.6744 -0.9166 6.0085 0.00
H 3.1284 -0.9827 7.0077 0.00
H 2.9198 -2.1239 5.6800 0.00
H 5.1213 -2.0967 -2.9039 0.00
H 5.1753 -1.8380 -1.1768 0.00
H 5.9634 0.2192 -3.2985 0.00
H 7.0407 -0.6316 -2.1996 0.00
H 5.8948 0.5562 -1.5690 0.00
O -0.3778 -2.7213 -2.8791 0.01
N -1.1665 -1.7170 -2.2785 -0.04
C -2.2384 -1.5386 -2.9512 0.08
C -3.3990 -0.6922 -2.6454 -0.02
C -4.2486 -0.5283 -3.7390 0.01
C -5.4181 0.2080 -3.6385 0.00
C -5.7701 0.7495 -2.4155 0.01
C -4.9442 0.5704 -1.3119 -0.01
C -3.7386 -0.1135 -1.4065 0.01
P -2.6616 -0.2379 0.0623 -0.03
C -3.7813 -0.7954 1.3783 0.00
C -3.3765 -0.7234 2.7126 0.01
C -4.2278 -1.1367 3.7230 0.00
C -5.4687 -1.6807 3.4164 0.00
C -5.8417 -1.8360 2.0904 0.00
C -5.0028 -1.3972 1.0746 0.00
C -2.1039 1.5785 0.4678 -0.05
C -2.2265 3.9847 -0.2798 0.00
C -1.0301 4.4966 -0.0068 0.00
C 0.2480 3.7793 0.0303 0.00
C 0.4607 2.4924 0.2799 0.00
C -0.5383 1.4587 0.7072 0.03
H 0.4818 -2.2821 -3.0079 0.00
H -2.3038 -2.1220 -3.8651 0.00
H -3.9805 -0.9823 -4.6851 0.00
H -6.0581 0.3344 -4.5011 0.00
H -6.6920 1.3066 -2.3109 0.00
H -5.2547 0.9675 -0.3528 0.00
H -2.3845 -0.3875 2.9712 0.00
H -3.9112 -1.0486 4.7548 0.00
H -6.1321 -2.0033 4.2081 0.00
H -6.7864 -2.2995 1.8392 0.00
H -5.3126 -1.5387 0.0482 0.00
H -3.0778 4.6561 -0.2952 0.00
H -0.9697 5.5652 0.1671 0.00
H 1.1267 4.3874 -0.1550 0.00
H 1.4798 2.1222 0.2810 0.00
H -0.0898 0.4965 0.4810 -0.03
C 0.2410 -3.4461 3.3765 0.00
C -1.1455 -3.2258 2.8186 0.01
C -2.2660 -4.0490 3.3905 0.00
O -1.3376 -2.4082 1.9436 0.01
H 0.2170 -3.5510 4.4627 0.00
H 0.8998 -2.6259 3.0921 0.00
H 0.6315 -4.3875 2.9777 0.00
H -1.9643 -5.0914 3.5091 0.00
H -3.1556 -3.9738 2.7696 0.00
H -2.4981 -3.6713 4.3905 0.00
N 0.4917 -2.1501 -0.1534 -0.31
C 1.7225 -2.6304 0.0602 0.06
N 1.9821 -3.9074 0.0448 -0.03
C 0.9299 -4.8436 -0.4380 0.00
C 0.9969 -6.2014 0.2352 0.00
C 2.4018 -6.7836 0.1736 0.00
C 3.3618 -5.8127 0.8439 0.00
C 3.3544 -4.4488 0.1710 0.00
H 1.0696 -4.9465 -1.5174 0.00
H -0.0306 -4.3623 -0.2753 0.00
H 0.2780 -6.8521 -0.2638 0.00
H 0.6846 -6.1135 1.2801 0.00
H 2.6964 -6.9388 -0.8697 0.00
H 2.4357 -7.7537 0.6672 0.00
H 4.3868 -6.1835 0.8156 0.00
H 3.0865 -5.6942 1.8963 0.00
H 3.7853 -4.5107 -0.8326 0.00
H 3.9489 -3.7597 0.7623 0.00
```

Entry 2:
A structure of composition C64H80AsClMoN4SSi in a non-equilibrium geometry. Source: OMol25; level of theory: wB97M-V/def2-TZVPD.

Output
F_max ... 0.0351 Eh/bohr
Spin multiplicity ... 3
Orbital gap (spin up / spin down) ... 0.2341 / 0.2229 hartree
Total charge ... 0
⟨S²⟩ ... 2.04

```
153
Properties=species:S:1:pos:R:3:mulliken_spin:R:1
Mo -0.1047 0.4922 -0.2221 1.99
C 4.9139 -0.1876 4.8259 0.00
Si 4.2436 0.1400 3.0747 0.00
C 5.1376 1.6510 2.3452 0.00
C 4.5669 -1.4332 2.0512 0.00
C 2.3646 0.3676 3.2150 0.00
C 1.6434 0.2149 4.3821 0.00
C 0.2526 0.1361 4.3370 0.00
C -0.3740 0.1791 3.1110 -0.01
N 0.2768 0.3885 1.9683 -0.04
C 1.6197 0.5252 2.0326 -0.02
S 2.3258 0.8847 0.5324 0.00
H 5.9825 -0.3575 4.7698 0.00
H 4.4670 -1.0710 5.2688 0.00
H 4.7493 0.6488 5.4945 0.00
H 6.2090 1.5430 2.4744 0.00
H 4.8303 2.5706 2.8338 0.00
H 4.9326 1.7393 1.2847 0.00
H 5.6316 -1.5761 1.8989 0.00
H 4.1014 -1.3808 1.0737 0.00
H 4.1832 -2.3173 2.5528 0.00
H 2.1553 0.1355 5.3288 0.00
H -0.3339 -0.0157 5.2298 0.00
H -1.4363 0.0203 3.0380 -0.01
C -0.7206 -2.8898 -4.6707 0.00
C 0.1958 -2.6025 -3.4740 0.00
C 0.9276 -3.8981 -3.1044 0.00
C 1.1838 -1.4871 -3.7748 0.00
C 2.1177 -1.7301 -4.7708 0.01
C 3.0669 -0.7895 -5.1175 0.00
C 3.1308 0.3848 -4.4035 0.00
C 2.2290 0.6704 -3.3830 -0.02
C 2.4277 1.9768 -2.6569 -0.06
C 2.2609 3.1819 -3.5806 0.00
C 3.8291 1.9997 -2.0410 0.01
C 1.2101 -0.2455 -3.0908 0.06
N 0.0758 0.0787 -2.2704 -0.05
C -1.0009 0.0104 -3.0495 0.07
C -2.3085 -0.3633 -2.7091 0.01
C -3.2186 -0.5409 -3.7809 0.02
C -4.4385 -1.1300 -3.6135 -0.01
C -4.7885 -1.6144 -2.3483 0.03
C -3.9617 -1.4035 -1.2782 -0.01
C -2.7398 -0.6994 -1.3872 0.06
N -2.0563 -0.3060 -0.2806 0.03
C -2.8925 -0.2520 0.8755 -0.03
C -2.8772 -1.2494 1.8693 -0.02
C -3.6467 -1.0717 3.0155 0.00
C -4.4422 0.0420 3.1833 0.00
C -4.5632 0.9452 2.1442 0.00
C -3.8373 0.7972 0.9721 -0.01
C -4.2116 1.6903 -0.1957 0.02
C -3.9989 3.1770 0.0854 0.00
C -5.6669 1.4381 -0.6102 0.00
C -2.1833 -2.5827 1.6870 0.01
C -3.2414 -3.6946 1.6547 0.00
C -1.1766 -2.9117 2.7909 0.00
H -1.5210 -3.5645 -4.3710 0.00
H -0.1568 -3.3643 -5.4706 0.00
H -1.1765 -1.9827 -5.0610 0.00
H -0.4342 -2.3182 -2.6262 0.02
H 1.5489 -4.2402 -3.9266 0.00
H 0.2034 -4.6787 -2.8797 0.00
H 1.5628 -3.7486 -2.2381 0.00
H 2.0827 -2.6669 -5.3031 0.00
H 3.7505 -0.9744 -5.9320 0.00
H 3.8872 1.1151 -4.6498 0.00
H 1.6876 2.0518 -1.8490 0.07
H 3.0011 3.1655 -4.3763 0.00
H 2.3945 4.0946 -3.0045 0.00
H 1.2719 3.2006 -4.0283 0.00
H 3.9557 2.8952 -1.4443 0.00
H 4.5934 1.9925 -2.8133 0.00
H 3.9801 1.1362 -1.4024 0.00
H -0.8226 0.1049 -4.1237 -0.02
H -2.9140 -0.2056 -4.7639 0.00
H -5.1198 -1.2424 -4.4422 0.00
H -5.7188 -2.1482 -2.2148 0.00
H -4.2549 -1.7596 -0.3050 0.00
H -3.6269 -1.8255 3.7888 0.00
H -5.0086 0.1723 4.0925 0.00
H -5.2431 1.7771 2.2332 0.00
H -3.6110 1.4211 -1.0649 0.00
H -4.6839 3.5438 0.8456 0.00
H -4.1598 3.7494 -0.8257 0.00
H -2.9851 3.3667 0.4293 -0.01
H -6.3645 1.7285 0.1704 0.00
H -5.8154 0.3863 -0.8398 0.00
H -5.8891 2.0159 -1.5055 0.00
H -1.6719 -2.5757 0.7228 0.00
H -3.7173 -3.8003 2.6275 0.00
H -2.7757 -4.6435 1.3946 0.00
H -4.0164 -3.4794 0.9222 0.00
H -1.6650 -2.9366 3.7629 0.00
H -0.3739 -2.1806 2.8378 0.00
H -0.7391 -3.8911 2.6049 0.00
C -5.7134 6.1878 2.8907 0.00
C -4.3373 5.6101 2.7420 0.00
C -3.9471 4.4657 3.4172 0.00
C -2.6949 3.9020 3.2255 0.00
C -2.3809 2.6534 3.9938 0.00
C -1.7645 4.4718 2.3364 0.00
As -0.0411 3.3926 2.1448 0.04
N -0.2453 2.5924 0.4378 -0.02
C -0.4561 3.2763 -0.7257 0.05
C 0.1134 4.5180 -1.0504 -0.01
C -0.1033 5.1000 -2.2808 0.01
C -0.8909 4.4818 -3.2405 -0.01
C -1.4803 3.2662 -2.9394 0.04
C -1.2774 2.6857 -1.7044 -0.05
C 1.2264 4.9844 2.2789 0.00
C 2.3290 5.2340 1.4603 0.00
C 2.8412 4.2331 0.4723 -0.02
C 3.0448 6.4202 1.5799 0.00
C 2.7368 7.3613 2.5434 0.00
C 3.4592 8.6716 2.6229 0.00
C 1.7518 7.0302 3.4624 0.00
C 1.0217 5.8553 3.3655 0.00
C 0.0609 5.5519 4.4778 0.00
C -2.1238 5.6850 1.7335 0.00
C -1.2248 6.5106 0.8648 0.00
C -3.3977 6.2098 1.9262 0.00
H -6.3109 5.5973 3.5818 0.00
H -6.2235 6.2122 1.9271 0.00
H -5.6678 7.2116 3.2611 0.00
H -4.6394 3.9960 4.1050 0.00
H -3.2021 2.3820 4.6530 0.00
H -1.4781 2.7803 4.5920 0.00
H -2.2131 1.8414 3.2923 0.00
H 0.7209 5.0259 -0.3227 0.00
H 0.3623 6.0503 -2.5055 0.00
H -1.0498 4.9485 -4.2001 0.00
H -2.1226 2.7778 -3.6569 0.00
H -1.8305 1.8015 -1.4194 -0.05
H 3.0220 4.6972 -0.4969 0.00
H 2.1590 3.3948 0.3554 0.03
H 3.7872 3.8382 0.8412 0.00
H 3.8708 6.5931 0.9029 0.00
H 4.3236 8.6790 1.9637 0.00
H 3.7929 8.8738 3.6393 0.00
H 2.7928 9.4809 2.3242 0.00
H 1.5541 7.7029 4.2857 0.00
H 0.4433 5.9657 5.4090 0.00
H -0.0583 4.4739 4.5935 0.00
H -0.9184 5.9905 4.2912 0.00
H -0.1822 6.3394 1.1024 0.00
H -1.4381 7.5672 1.0146 0.00
H -1.4030 6.2781 -0.1838 0.00
H -3.6623 7.1261 1.4162 0.00
Cl 2.2390 -1.9161 -0.7005 0.01
C 0.6487 -1.6030 0.0480 -0.11
H 0.7689 -1.9867 1.0651 0.00
H -0.0141 -2.3051 -0.4707 0.02
```

Entry 3:
A structure of composition C65H37Cl4F3N7SV in a non-equilibrium geometry. Source: OMol25; level of theory: wB97M-V/def2-TZVPD.

Output
F_max ... 0.0496 Eh/bohr
Spin multiplicity ... 3
Orbital gap (spin up / spin down) ... 0.1994 / 0.2082 hartree
Total charge ... 0
⟨S²⟩ ... 2.03

```
118
Properties=species:S:1:pos:R:3:mulliken_spin:R:1
V -0.1155 0.1713 0.0639 1.87
Cl -9.0056 2.9558 0.0260 0.00
C -7.4091 2.3366 -0.2094 0.00
C -6.6290 2.0170 0.8921 0.00
C -5.3497 1.5324 0.6978 0.00
C -4.8436 1.3717 -0.5897 0.00
C -5.6422 1.6898 -1.6815 0.00
C -6.9257 2.1669 -1.4977 0.00
C -3.4538 0.9072 -0.7565 0.05
C -2.5082 1.7956 -1.2652 0.00
C -2.8222 3.0907 -1.8037 -0.01
C -1.6379 3.6700 -2.1069 0.01
C -0.6127 2.7384 -1.7259 0.04
C 0.7381 3.0685 -1.8097 0.01
C 1.0802 4.3316 -2.4989 0.00
C 1.5069 5.4627 -1.8153 0.00
C 1.8188 6.6199 -2.5073 0.00
C 1.7140 6.6360 -3.8890 0.00
Cl 2.1181 8.0756 -4.7579 0.00
C 1.2865 5.5162 -4.5869 0.00
C 0.9677 4.3706 -3.8854 0.00
C 1.7787 2.2340 -1.4263 0.01
N 1.6281 0.9705 -0.9589 0.01
C 2.8584 0.4114 -0.9723 0.02
C 3.1462 -0.9452 -0.8017 0.02
C 4.5729 -1.3169 -0.7702 0.00
C 5.4156 -0.6838 0.1429 0.01
C 6.7562 -1.0016 0.2230 0.00
C 7.2755 -1.9628 -0.6286 0.00
Cl 8.9505 -2.3797 -0.5225 0.00
C 6.4654 -2.5869 -1.5641 0.00
C 5.1241 -2.2594 -1.6355 0.00
C 2.1653 -1.9317 -0.6507 0.01
C 2.4833 -3.3265 -0.4616 0.00
C 1.3134 -3.9643 -0.2289 -0.01
C 0.2900 -2.9556 -0.2778 0.01
N 0.8230 -1.7370 -0.5524 0.01
C -1.0472 -3.2123 -0.0067 0.04
C -2.0411 -2.2447 -0.0844 0.00
C -3.4309 -2.5416 0.1226 0.00
C -4.1039 -1.3800 -0.0334 -0.01
C -3.1232 -0.3833 -0.3648 -0.02
N -1.8741 -0.9260 -0.3744 -0.08
C -1.4361 -4.5564 0.4808 0.00
C -1.5284 -4.7495 1.8565 0.00
C -1.8902 -5.9804 2.3686 0.00
C -2.1701 -7.0200 1.4961 0.00
Cl -2.6169 -8.5673 2.1298 0.00
C -2.1072 -6.8382 0.1227 0.00
C -1.7330 -5.6043 -0.3801 0.00
C 3.8418 1.3786 -1.3999 0.00
C 3.1668 2.5142 -1.6849 0.00
N -1.1628 1.5968 -1.2360 -0.03
H -7.0178 2.1503 1.8899 0.00
H -4.7260 1.2833 1.5454 0.00
H -5.2555 1.5514 -2.6801 0.00
H -7.5422 2.4089 -2.3491 0.00
H -3.8059 3.4992 -1.9285 0.00
H -1.4667 4.6467 -2.5188 0.00
H 1.5795 5.4367 -0.7375 0.00
H 2.1378 7.5055 -1.9791 0.00
H 1.2025 5.5446 -5.6622 0.00
H 0.6272 3.4892 -4.4090 0.00
H 5.0126 0.0674 0.8048 0.00
H 7.3907 -0.5095 0.9425 0.00
H 6.8826 -3.3225 -2.2339 0.00
H 4.5060 -2.7205 -2.3915 0.00
H 3.4764 -3.7307 -0.4616 0.00
H 1.1452 -5.0039 -0.0202 0.00
H -3.8201 -3.5207 0.3252 0.00
H -5.1582 -1.1992 0.0434 0.00
H -1.3129 -3.9261 2.5208 0.00
H -1.9640 -6.1358 3.4341 0.00
H -2.3588 -7.6545 -0.5370 0.00
H -1.6787 -5.4493 -1.4475 0.00
H 4.8922 1.1929 -1.5172 0.00
H 3.5552 3.4424 -2.0586 0.00
N 2.8718 0.9529 3.0254 0.00
C 3.8370 -0.0439 3.1314 0.00
C 5.1158 0.2674 3.5695 0.00
C 6.0649 -0.7303 3.7030 0.00
C 5.7578 -2.0336 3.3570 0.00
C 4.4889 -2.3505 2.8944 0.00
C 3.5226 -1.3645 2.8047 0.00
S 1.8602 -1.7012 2.2822 0.01
N 1.4369 -0.2267 1.5698 0.00
C 1.8535 0.8933 2.0917 0.04
C 1.0853 2.0735 1.8332 0.00
C 1.3688 3.3178 2.4278 0.00
C 0.3820 4.2629 2.5390 0.01
C -0.8902 3.9461 2.0499 -0.01
C -1.0526 2.7647 1.3579 0.07
N -0.0904 1.8626 1.1789 -0.03
H 3.1667 1.8709 3.3226 0.00
H 5.3479 1.2910 3.8264 0.00
H 7.0411 -0.4769 4.0851 0.00
H 6.5061 -2.8032 3.4561 0.00
H 4.2330 -3.3664 2.6414 0.00
H 2.3563 3.5374 2.8073 0.00
H 0.5699 5.2092 3.0205 0.00
H -1.7227 4.6180 2.1853 0.00
H -2.0152 2.5251 0.9276 0.00
F -4.5861 -1.6233 8.2739 0.00
C -3.7827 -2.5225 7.6650 0.00
F -4.5221 -3.6316 7.5157 0.00
F -2.8339 -2.8258 8.5720 0.00
C -3.2044 -2.0109 6.3819 0.01
C -3.6863 -2.4529 5.1544 -0.01
C -3.1148 -1.9820 3.9919 0.01
C -2.0657 -1.0569 4.0401 -0.03
C -1.6062 -0.6040 5.2813 0.02
C -2.1707 -1.0808 6.4442 -0.01
C -1.4826 -0.6061 2.8345 0.08
C -1.0358 -0.2911 1.7498 -0.15
H -4.4988 -3.1634 5.1166 0.00
H -3.4671 -2.3237 3.0297 0.00
H -0.8032 0.1169 5.3236 0.00
H -1.8155 -0.7445 7.4075 0.00
```